No. 1
Density functional theory data (ωB97M-V/def2-TZVPD) for a molecular structure, C17H34GeMgN4O2S3.

Energy relative to the best compared isomer or geometry (same formula, charge and spin) (kcal per mole): 10.6
LUMO level (eV): -0.121
Gap between HOMO and LUMO (eV): 5.0
Maximum force (eV/Å): 0.61
E_HOMO (eV): -5.1

Last column: natural (NBO) charge in e.
Atoms and positions in Å:
Mg (-1.01, 0.30, -0.04)  1.62
C (2.43, 0.13, 2.32)  -0.53
C (2.83, 1.27, 1.39)  -0.56
S (1.49, 1.87, 0.32)  0.23
C (2.27, 1.86, -1.31)  -0.55
C (2.81, 0.54, -1.83)  -0.54
S (1.58, -0.78, -1.78)  0.18
C (2.47, -2.14, -0.98)  -0.54
C (2.98, -1.88, 0.43)  -0.55
S (1.68, -1.33, 1.57)  0.19
H (3.31, -0.17, 2.90)  0.23
H (1.69, 0.48, 3.05)  0.24
H (3.18, 2.10, 2.00)  0.24
H (3.68, 0.97, 0.77)  0.21
H (1.49, 2.24, -1.97)  0.26
H (3.08, 2.60, -1.33)  0.23
H (3.15, 0.68, -2.86)  0.24
H (3.69, 0.22, -1.26)  0.21
H (1.76, -2.97, -0.98)  0.23
H (3.31, -2.45, -1.61)  0.23
H (3.42, -2.81, 0.81)  0.23
H (3.79, -1.15, 0.42)  0.22
N (-2.58, -0.80, -2.37)  -0.70
N (-1.64, -1.38, -1.44)  -0.76
H (-2.29, -1.03, -3.32)  0.33
H (-2.49, 0.23, -2.24)  0.42
H (-0.79, -1.64, -1.94)  0.36
H (-2.06, -2.24, -1.10)  0.36
O (-5.35, 3.42, 4.14)  -0.71
C (-5.93, 2.25, 3.65)  0.09
N (-4.93, 1.33, 3.14)  -0.63
C (-4.89, 0.03, 3.47)  0.66
O (-5.69, -0.52, 4.21)  -0.62
C (-3.75, -0.77, 2.89)  -0.17
C (-3.70, -2.14, 3.15)  -0.09
C (-2.66, -2.89, 2.63)  -0.27
C (-1.70, -2.24, 1.87)  0.06
N (-1.73, -0.93, 1.62)  -0.58
C (-2.74, -0.22, 2.12)  0.06
H (-4.91, 3.87, 3.41)  0.48
H (-6.66, 2.48, 2.86)  0.16
H (-6.43, 1.75, 4.48)  0.21
H (-4.29, 1.71, 2.46)  0.42
H (-4.48, -2.59, 3.75)  0.25
H (-2.59, -3.95, 2.80)  0.23
H (-0.86, -2.79, 1.46)  0.20
H (-2.71, 0.82, 1.82)  0.24
C (-0.87, 4.59, 0.27)  -1.09
Ge (-2.47, 3.55, -0.25)  1.62
C (-3.77, 3.79, 1.29)  -1.13
C (-3.31, 4.68, -1.66)  -1.10
C (-2.19, 1.74, -0.74)  -2.09
H (-1.09, 5.65, 0.31)  0.22
H (-0.07, 4.43, -0.46)  0.21
H (-0.49, 4.29, 1.25)  0.21
H (-4.06, 4.83, 1.41)  0.22
H (-3.34, 3.44, 2.23)  0.19
H (-4.67, 3.22, 1.04)  0.21
H (-3.70, 5.62, -1.28)  0.21
H (-4.12, 4.12, -2.13)  0.22
H (-2.57, 4.89, -2.43)  0.22
H (-3.18, 1.26, -0.70)  0.18



No. 2
Density functional theory data (ωB97M-V/def2-TZVPD) for a single C7H9N3 molecule.

Energy relative to the best compared isomer or geometry (same formula, charge and spin) (kcal per mole): 137.1
LUMO level (eV): 0.325
Gap between HOMO and LUMO (eV): 8.0
Maximum force (eV/Å): 4.66
E_HOMO (eV): -7.7

Last column: natural (NBO) charge in e.
Atoms and positions in Å:
C (1.41, 1.60, 0.32)  -0.52
C (0.58, -2.05, 0.02)  -0.33
C (2.55, 0.81, 0.17)  0.18
C (1.42, -1.04, -0.06)  0.35
C (0.30, 0.84, 0.22)  0.22
C (-0.94, -1.77, 0.24)  -0.42
C (-1.40, -0.47, -0.40)  -0.22
N (2.58, -0.50, -0.04)  -0.53
N (-0.98, 0.76, 0.25)  -0.29
N (-1.88, 1.82, -0.02)  -0.63
H (1.50, 2.57, 0.71)  0.22
H (0.97, -3.04, 0.07)  0.23
H (3.52, 1.36, 0.09)  0.19
H (-1.60, -2.64, -0.22)  0.23
H (-1.16, -1.79, 1.37)  0.22
H (-1.05, -0.55, -1.53)  0.20
H (-2.59, -0.40, -0.30)  0.22
H (-1.33, 2.68, 0.21)  0.36
H (-1.91, 1.81, -1.10)  0.34